1.
{
  "formula": "C33H56AgFN2O13PbS",
  "method": "ωB97M-V with the def2-TZVPD basis set",
  "species": ["Pb", "Ag", "C", "O", "H", "H", "H", "C", "C", "C", "C", "C", "C", "N", "O", "C", "C", "C", "H", "H", "H", "H", "H", "H", "H", "H", "H", "H", "H", "H", "H", "H", "H", "H", "H", "H", "C", "C", "C", "C", "C", "C", "N", "O", "C", "C", "C", "H", "H", "H", "H", "H", "H", "H", "H", "H", "H", "H", "H", "H", "H", "H", "H", "H", "H", "S", "O", "O", "O", "O", "C", "C", "C", "O", "C", "O", "O", "H", "H", "H", "H", "H", "H", "C", "C", "C", "O", "C", "O", "O", "H", "H", "H", "H", "H", "H", "F", "C", "C", "C", "C", "C", "C", "H", "H", "H", "H", "H"],
  "xyz": [[-1.425, 1.403, 2.826], [0.617, -1.916, 1.996], [0.336, 0.806, 0.024], [-0.136, 0.102, 1.114], [1.040, 1.608, 0.291], [0.951, 0.034, -0.458], [-0.388, 1.199, -0.700], [-2.058, 3.442, 0.299], [-3.128, 4.331, 1.004], [-4.388, 3.990, 0.062], [-5.610, 4.531, 0.692], [-5.887, 3.945, 2.064], [-4.668, 4.214, 2.974], [-3.402, 3.794, 2.323], [-2.265, 3.830, 3.183], [-4.965, 3.318, 4.209], [-4.759, 5.656, 3.494], [-2.871, 5.842, 0.893], [-1.137, 3.328, 0.875], [-1.751, 4.044, -0.565], [-2.270, 2.524, -0.251], [-4.331, 2.901, 0.001], [-4.116, 4.284, -0.953], [-6.459, 4.326, 0.029], [-5.607, 5.621, 0.762], [-6.056, 2.879, 1.894], [-6.833, 4.303, 2.470], [-6.023, 3.315, 4.465], [-4.304, 3.460, 5.063], [-4.748, 2.314, 3.832], [-3.812, 5.957, 3.951], [-5.524, 5.786, 4.257], [-4.786, 6.363, 2.662], [-2.284, 6.124, 1.770], [-3.756, 6.468, 0.820], [-2.209, 6.060, 0.053], [2.609, -4.352, 2.679], [2.150, -4.979, 1.347], [1.102, -6.009, 1.685], [0.421, -6.572, 0.419], [-0.152, -5.423, -0.397], [0.875, -4.247, -0.756], [1.512, -3.872, 0.540], [2.235, -2.666, 0.504], [-0.125, -3.230, -1.379], [1.766, -4.788, -1.907], [3.360, -5.620, 0.658], [2.818, -5.182, 3.353], [1.848, -3.685, 3.084], [3.519, -3.792, 2.463], [0.298, -5.514, 2.237], [1.571, -6.702, 2.383], [-0.284, -7.362, 0.680], [1.133, -7.092, -0.230], [-0.963, -4.977, 0.183], [-0.644, -5.774, -1.305], [-0.613, -3.587, -2.283], [0.483, -2.384, -1.713], [-0.805, -2.738, -0.682], [2.486, -4.033, -2.224], [1.167, -5.045, -2.780], [2.294, -5.711, -1.674], [3.877, -4.900, 0.019], [3.084, -6.507, 0.091], [4.196, -5.943, 1.283], [-1.709, -2.262, 3.961], [-1.221, -2.715, 5.255], [-3.178, -2.289, 3.776], [-1.171, -0.901, 3.689], [-0.980, -2.971, 2.862], [-1.737, 0.931, -4.456], [-1.642, -0.389, -3.744], [-2.554, -0.490, -2.524], [-3.464, -1.528, -2.879], [-3.151, -2.121, -4.048], [-3.715, -3.046, -4.550], [-2.086, -1.491, -4.552], [-1.531, 1.765, -3.783], [-2.620, 1.172, -5.044], [-0.856, 0.902, -5.105], [-0.691, -0.700, -3.316], [-3.095, 0.441, -2.369], [-1.843, -0.734, -1.736], [4.723, 0.620, -4.068], [4.060, -0.562, -3.296], [2.701, -0.213, -2.593], [1.784, -1.114, -3.148], [2.357, -1.872, -4.063], [1.789, -2.732, -4.662], [3.614, -1.520, -4.323], [5.512, 0.125, -4.632], [5.038, 1.357, -3.330], [4.007, 1.103, -4.731], [4.649, -1.122, -2.572], [2.483, 0.842, -2.776], [2.694, -0.291, -1.507], [6.284, 5.460, 0.365], [6.064, 4.166, 0.660], [7.065, 3.425, 1.275], [6.758, 2.055, 1.495], [5.491, 1.522, 1.220], [4.556, 2.314, 0.547], [4.815, 3.645, 0.304], [8.102, 3.728, 1.296], [7.491, 1.380, 1.914], [5.396, 0.459, 1.395], [3.568, 1.952, 0.290], [4.039, 4.200, -0.203]],
  "atomic_forces_ev_per_a": [[-0.3, -1.2, -0.2], [0.1, 0.4, -0.6], [1.4, -1.4, -0.1], [-1.5, 1.5, 1.4], [-0.1, 0.4, 0.0], [0.1, 0.5, -0.9], [-0.3, 0.0, 0.1], [1.4, 1.9, -0.5], [-1.5, -1.6, -2.2], [2.4, -0.3, 1.3], [-2.1, 0.4, -0.8], [0.9, -0.3, -1.2], [-1.2, -0.4, 1.8], [-0.2, -0.9, 0.5], [-0.4, 0.1, -0.4], [1.1, -1.0, -1.0], [1.6, 0.5, -0.6], [1.5, -0.3, 0.5], [0.0, 0.0, 0.1], [0.3, 0.2, 0.0], [-0.9, -0.4, 0.9], [-0.8, -0.1, 0.3], [-0.4, 0.7, 0.0], [-0.2, 0.0, 0.1], [0.3, 0.1, -0.1], [0.3, -0.2, 0.4], [0.2, 0.4, 0.2], [0.1, 0.4, 0.2], [-0.1, 0.4, 0.0], [-0.1, -0.3, 0.3], [0.1, -0.4, 0.3], [-0.3, 0.1, -0.4], [-0.8, 0.2, 0.1], [-0.2, 0.2, 0.1], [-0.1, -0.2, 0.0], [-0.2, 0.0, -0.2], [0.3, 0.0, -0.9], [0.3, 0.9, 1.1], [-1.2, 0.1, -0.6], [1.1, -0.4, -0.1], [-0.1, 0.3, 0.9], [-3.1, -2.4, -0.5], [2.4, 2.4, -1.6], [-1.8, -3.1, 0.0], [2.0, 1.9, 0.5], [0.5, 0.4, 0.4], [0.7, 0.2, -0.6], [0.1, 0.2, 0.2], [0.0, -0.2, 0.2], [0.0, 0.1, 0.4], [0.1, 0.1, 0.2], [-0.1, -0.5, -0.4], [-0.4, 0.3, 0.0], [0.3, -0.1, 0.1], [0.1, 0.2, 0.1], [0.3, 0.0, -0.2], [-0.1, -0.5, 0.3], [0.0, 0.1, -0.2], [-0.3, -0.7, 0.3], [0.1, 0.0, 0.0], [-0.3, 0.4, 0.1], [0.1, 0.2, 0.3], [-0.4, 0.0, -0.3], [0.0, 0.2, -0.2], [-0.5, 0.0, 0.8], [-1.1, -1.0, 0.1], [-0.5, -0.1, 0.0], [1.6, -0.1, 0.2], [0.2, 4.2, 0.2], [-0.7, -2.3, -0.4], [2.0, 0.1, -0.5], [-1.4, -0.7, 0.8], [0.2, 0.0, -0.8], [-0.8, -0.4, 1.1], [0.2, 0.4, 0.3], [0.2, 0.5, 0.3], [0.7, 0.1, -1.2], [-0.2, -0.1, 0.3], [-0.2, -0.5, 0.2], [-0.3, 0.5, -0.5], [0.6, 0.7, -1.0], [-0.1, -0.2, 0.4], [-1.0, -0.3, 0.8], [-0.5, -1.5, 1.4], [-1.5, 0.4, -0.7], [1.5, 1.0, 0.2], [-0.7, 0.6, 0.7], [-0.4, -1.0, -1.7], [-0.2, -0.2, 0.1], [0.9, 0.7, 1.1], [0.3, 0.7, -0.1], [0.5, 0.0, -0.2], [-0.1, -0.2, -0.1], [0.6, 0.3, -0.3], [-0.6, -0.1, -0.5], [0.3, -0.5, -0.1], [0.2, 0.2, 0.0], [-0.3, 0.0, 0.1], [-0.8, -1.7, -1.0], [-0.7, 0.8, 0.1], [1.2, 0.4, -0.6], [-0.1, -0.4, 0.9], [0.5, -0.2, 0.1], [-0.1, 0.5, 0.4], [0.2, 0.2, 0.0], [-0.6, 0.0, 0.0], [0.1, -0.3, 0.0], [0.3, 0.5, 0.1]],
  "multiplicity": 2,
  "orbital_gap_ev": [6.07, 5.73],
  "total_charge": -1,
  "s2": 0.757,
  "homo_energy_ev": [-4.7, -4.7]
}

***

2.
{
  "formula": "C40H60Cl2FN5O7SbSr",
  "method": "ωB97M-V with the def2-TZVPD basis set",
  "species": ["Sr", "O", "C", "O", "C", "C", "C", "C", "C", "N", "C", "O", "O", "H", "H", "H", "H", "C", "C", "N", "C", "C", "C", "O", "O", "C", "O", "C", "C", "C", "F", "C", "C", "C", "N", "C", "C", "N", "C", "C", "H", "H", "H", "H", "H", "H", "H", "H", "H", "H", "H", "H", "H", "H", "H", "H", "H", "H", "Cl", "C", "Cl", "H", "H", "C", "C", "C", "C", "N", "H", "H", "H", "H", "H", "H", "H", "H", "H", "C", "C", "C", "C", "Sb", "C", "C", "C", "C", "C", "C", "C", "C", "H", "H", "H", "H", "H", "H", "H", "H", "H", "H", "H", "H", "H", "H", "H", "H", "H", "H", "H", "H", "H", "H", "H", "H", "H", "H", "H"],
  "xyz": [[-0.876, -0.111, 1.955], [-0.574, 3.074, 5.498], [-0.833, 2.123, 4.582], [0.024, 1.601, 3.922], [-2.299, 1.784, 4.484], [-3.268, 2.349, 5.298], [-4.574, 1.912, 5.120], [-4.853, 0.949, 4.167], [-3.818, 0.455, 3.370], [-2.580, 0.892, 3.543], [-4.105, -0.588, 2.255], [-5.158, -1.216, 2.417], [-3.261, -0.630, 1.333], [0.384, 3.217, 5.491], [-3.010, 3.090, 6.040], [-5.366, 2.323, 5.733], [-5.848, 0.559, 4.005], [5.918, -4.046, 1.400], [4.698, -4.953, 1.368], [3.467, -4.217, 1.106], [2.738, -3.767, 2.159], [1.629, -2.988, 2.101], [1.043, -2.580, 3.470], [1.409, -3.248, 4.439], [0.276, -1.581, 3.459], [1.124, -2.616, 0.803], [0.111, -1.949, 0.552], [1.920, -3.102, -0.340], [1.508, -2.738, -1.629], [2.257, -3.118, -2.703], [1.851, -2.790, -3.961], [3.446, -3.842, -2.567], [3.846, -4.214, -1.299], [3.088, -3.861, -0.174], [4.253, -4.215, -3.685], [3.685, -5.293, -4.484], [4.736, -5.826, -5.437], [5.286, -4.733, -6.267], [5.801, -3.617, -5.446], [4.719, -3.112, -4.514], [6.825, -4.626, 1.581], [5.820, -3.306, 2.193], [6.035, -3.514, 0.456], [4.562, -5.459, 2.324], [4.799, -5.738, 0.618], [3.073, -4.065, 3.146], [0.610, -2.149, -1.746], [4.777, -4.754, -1.213], [2.800, -4.954, -5.047], [3.363, -6.093, -3.816], [4.347, -6.591, -6.110], [5.579, -6.243, -4.884], [4.579, -4.394, -6.929], [6.111, -5.143, -6.981], [6.165, -2.845, -6.125], [6.646, -4.013, -4.882], [3.905, -2.660, -5.099], [5.129, -2.336, -3.864], [-2.507, -2.820, 4.343], [-4.223, -3.015, 4.696], [-4.611, -4.657, 5.277], [-4.798, -2.832, 3.795], [-4.503, -2.333, 5.490], [2.772, 0.672, -0.484], [2.276, 1.549, 0.682], [3.063, 1.148, 1.948], [2.596, 3.024, 0.361], [0.903, 1.286, 0.896], [3.823, 0.876, -0.718], [2.185, 0.861, -1.386], [2.668, -0.384, -0.229], [4.145, 1.280, 1.819], [2.863, 0.103, 2.194], [2.747, 1.758, 2.797], [3.670, 3.208, 0.240], [2.226, 3.660, 1.168], [2.092, 3.329, -0.559], [-5.397, 1.474, -0.711], [-4.894, 2.877, -0.373], [-5.466, 3.288, 0.986], [-5.430, 3.846, -1.429], [-2.697, 2.726, -0.087], [-2.079, 4.823, 0.188], [-2.280, 5.069, 1.690], [-2.823, 5.897, -0.597], [-0.578, 4.932, -0.081], [-1.985, 2.037, -2.050], [-2.089, 0.510, -1.977], [-0.501, 2.381, -2.205], [-2.752, 2.538, -3.270], [-6.493, 1.465, -0.662], [-5.022, 0.703, -0.035], [-5.119, 1.186, -1.728], [-6.560, 3.211, 0.958], [-5.218, 4.323, 1.235], [-5.109, 2.646, 1.796], [-6.526, 3.777, -1.447], [-5.076, 3.612, -2.432], [-5.174, 4.883, -1.216], [-3.319, 4.952, 2.009], [-1.967, 6.091, 1.935], [-1.668, 4.382, 2.280], [-3.855, 6.005, -0.261], [-2.834, 5.698, -1.671], [-2.330, 6.866, -0.447], [-0.030, 4.083, 0.334], [-0.196, 5.845, 0.392], [-0.355, 5.003, -1.145], [-1.446, 0.102, -1.193], [-1.747, 0.086, -2.929], [-3.099, 0.146, -1.787], [0.056, 2.209, -1.278], [-0.352, 3.413, -2.526], [-0.072, 1.738, -2.985], [-3.768, 2.140, -3.305], [-2.242, 2.202, -4.182], [-2.809, 3.628, -3.309]],
  "atomic_forces_ev_per_a": [[1.0, 0.1, -0.7], [0.0, 0.0, 0.0], [-0.2, 0.0, 0.0], [-0.1, 0.1, 0.0], [0.1, 0.3, 0.2], [0.1, -0.1, -0.1], [-0.1, 0.0, 0.0], [0.0, -0.1, 0.0], [-0.3, 0.2, 0.2], [-0.1, -0.1, 0.0], [-0.3, 0.4, 0.4], [0.0, 0.0, -0.2], [0.1, -0.2, 0.0], [0.0, 0.0, 0.0], [0.0, 0.0, 0.0], [0.0, 0.0, 0.0], [0.0, 0.0, 0.0], [0.0, 0.0, 0.0], [-0.1, -0.1, 0.0], [-0.1, 0.1, 0.1], [0.0, 0.0, 0.0], [0.0, 0.0, 0.0], [0.1, -0.1, -0.2], [0.0, 0.0, 0.0], [-0.1, -0.1, 0.1], [-0.2, 0.1, -0.1], [0.1, -0.2, 0.3], [0.2, 0.0, -0.2], [0.1, -0.1, 0.0], [-0.1, 0.0, -0.2], [0.0, 0.0, 0.2], [0.1, 0.0, 0.1], [0.0, 0.1, -0.1], [-0.1, 0.1, 0.0], [0.1, -0.1, 0.2], [-0.1, 0.0, -0.1], [0.0, 0.0, 0.1], [0.2, -0.1, -0.4], [0.0, 0.0, 0.0], [0.0, 0.1, 0.0], [0.0, 0.0, 0.0], [0.0, 0.0, 0.0], [0.0, 0.0, 0.0], [0.0, 0.0, 0.0], [0.0, 0.0, 0.0], [0.0, 0.0, 0.0], [0.0, 0.0, 0.0], [0.0, 0.0, 0.0], [0.0, 0.0, 0.0], [0.0, 0.0, 0.0], [0.0, 0.0, 0.0], [0.0, 0.0, 0.0], [-0.1, 0.0, 0.0], [-0.1, 0.1, 0.3], [-0.1, 0.0, 0.0], [0.0, 0.0, 0.0], [0.0, 0.0, 0.0], [0.0, 0.0, 0.0], [0.0, 0.1, 0.1], [-0.1, -0.1, 0.0], [0.0, -0.1, 0.0], [0.1, 0.0, 0.0], [0.1, 0.1, 0.0], [0.1, 0.0, -0.1], [0.2, -0.2, 0.1], [0.1, 0.0, 0.0], [0.0, 0.1, 0.0], [-0.4, 0.1, -0.1], [0.0, 0.0, 0.0], [0.0, 0.0, 0.0], [0.0, 0.0, 0.0], [0.0, 0.0, 0.0], [0.0, 0.0, 0.0], [-0.1, 0.0, 0.0], [0.0, 0.0, 0.0], [0.0, 0.0, 0.0], [0.0, 0.0, 0.0], [0.1, -0.1, -0.1], [0.0, 0.1, -0.1], [0.0, 0.0, 0.0], [0.0, 0.0, 0.0], [-0.1, -0.2, 0.2], [0.0, 0.1, 0.1], [0.0, 0.0, 0.0], [0.0, 0.0, 0.0], [-0.1, 0.0, 0.0], [0.1, 0.0, -0.2], [0.0, -0.1, 0.1], [0.0, 0.0, 0.0], [0.0, 0.0, 0.0], [0.0, 0.0, 0.0], [0.0, 0.0, 0.0], [0.0, 0.0, 0.0], [0.0, 0.0, 0.0], [0.0, 0.0, 0.0], [0.0, 0.0, 0.0], [0.0, 0.0, 0.0], [0.0, 0.0, 0.0], [0.0, -0.1, 0.0], [0.0, 0.0, 0.0], [0.0, 0.0, 0.0], [0.0, 0.0, 0.0], [0.0, 0.0, 0.0], [0.0, 0.0, 0.0], [0.0, 0.0, 0.0], [0.0, 0.0, 0.0], [0.0, 0.0, 0.0], [0.0, 0.0, 0.0], [0.0, 0.0, 0.0], [0.0, 0.0, 0.0], [0.0, 0.0, 0.0], [0.0, 0.0, 0.0], [0.0, 0.0, 0.0], [0.0, 0.0, 0.0], [0.0, 0.0, 0.0], [0.0, 0.0, 0.0], [0.0, 0.0, 0.0]],
  "orbital_gap_ev": [6.01, 4.30],
  "total_charge": -1,
  "relative_energy_kcal_mol": 0.0,
  "homo_energy_ev": [-4.1, -2.3]
}